Molecular formula: C35H80F2N5O17
Method: DFT, the ωB97M-V functional and the def2-TZVPD basis

Calculated values
Net charge = +3
Spin multiplicity = 1
E_LUMO = -6.542 eV

Cartesian coordinates (Å):
C1 -3.6905 -5.3451 0.1237
N1 -3.1186 -3.9691 0.3501
C2 -2.9720 -3.7619 1.8216
C3 -1.7507 -3.9601 -0.2694
C4 -4.0262 -2.9610 -0.2896
C5 -3.5607 -1.5268 -0.2593
O1 -3.5347 -1.0175 1.0509
H1 -4.6761 -5.3938 0.5764
H2 -3.0167 -6.0922 0.5337
H3 -3.7356 -5.4903 -0.9537
H4 -2.2778 -4.5373 2.1489
H5 -3.8973 -3.9471 2.3620
H6 -2.5739 -2.7804 2.0498
H7 -1.2854 -3.0381 0.0861
H8 -1.8910 -3.9058 -1.3457
H9 -1.1683 -4.8206 0.0439
H10 -4.9750 -3.1048 0.2368
H11 -4.2982 -3.3332 -1.2808
H12 -4.3198 -0.9537 -0.8106
H13 -2.6485 -1.3938 -0.8545
H14 -2.6696 -0.5123 1.1093
C6 -2.4505 -2.0601 -6.1881
N2 -1.1585 -1.3123 -6.1745
C7 -0.4038 -1.4578 -7.4892
C8 -1.4390 0.1675 -6.0358
C9 -0.2373 -1.7853 -5.0906
C10 -0.6252 -1.4245 -3.6564
O2 -0.3544 -0.0567 -3.4391
H15 -3.1239 -1.6821 -6.9500
H16 -2.8613 -1.8675 -5.1978
H17 -2.2495 -3.1214 -6.3080
H18 -0.0458 -2.4764 -7.6040
H19 0.4321 -0.7698 -7.3981
H20 -1.0669 -1.1390 -8.2870
H21 -2.0193 0.3599 -5.1377
H22 -1.9800 0.4485 -6.9351
H23 -0.5007 0.7074 -5.9456
H24 0.7885 -1.4764 -5.2815
H25 -0.2038 -2.8774 -5.1686
H26 0.0255 -1.9963 -2.9862
H27 -1.6739 -1.6510 -3.4286
H28 0.0125 -0.0641 -2.5266
C11 1.9375 -1.6057 5.4001
N3 1.1290 -1.0307 4.2600
C12 -0.3304 -1.1329 4.6605
C13 1.5510 0.3938 4.0226
C14 1.3321 -1.7506 2.9529
C15 1.5612 -3.2432 2.9738
O3 0.5222 -3.8187 3.7651
H29 1.5844 -2.5859 5.6876
H30 2.0039 -0.8809 6.2069
H31 2.9543 -1.6291 4.9966
H32 -0.5157 -2.1283 5.0475
H33 -0.9249 -1.1164 3.7459
H34 -0.5099 -0.2855 5.3124
H35 1.3859 0.9516 4.9437
H36 0.8450 0.7814 3.2909
H37 2.5950 0.4061 3.7368
H38 2.2113 -1.3119 2.4704
H39 0.5379 -1.4792 2.2520
H40 2.5081 -3.5287 3.4508
H41 1.6316 -3.6437 1.9565
H42 0.7147 -4.7475 3.9428
C16 2.7600 -0.9750 -2.4331
N4 3.4880 -1.3887 -1.1657
C17 3.8314 -0.1782 -0.3499
C18 2.5946 -2.3242 -0.4151
C19 4.7311 -2.0582 -1.7024
C20 5.7454 -2.6693 -0.7141
O4 5.2083 -3.5914 0.2264
H43 2.6504 -1.8205 -3.1004
H44 3.2705 -0.0862 -2.7952
H45 1.7832 -0.6433 -2.0737
H46 4.6524 0.3609 -0.8149
H47 4.0594 -0.5569 0.6429
H48 2.9509 0.4698 -0.3027
H49 1.7052 -1.8755 0.0281
H50 3.2378 -2.6237 0.4069
H51 2.3106 -3.1847 -1.0139
H52 5.2808 -1.3253 -2.2969
H53 4.4773 -2.8169 -2.4434
H54 6.2796 -1.8864 -0.1702
H55 6.4537 -3.2402 -1.3160
H56 5.1861 -3.1753 1.0917
C21 -2.1335 4.7020 4.5075
N5 -2.3515 3.5421 3.5884
C22 -1.8759 2.2873 4.2500
C23 -3.8288 3.4134 3.3282
C24 -1.6328 3.7701 2.2601
C25 -0.1667 4.1435 2.3517
O5 0.6513 3.0343 2.6344
H57 -2.7672 4.5186 5.3780
H58 -2.3941 5.6398 4.0302
H59 -1.1288 4.6679 4.9207
H60 -0.7892 2.2997 4.1966
H61 -2.2520 1.4291 3.6997
H62 -2.1722 2.3084 5.2965
H63 -4.0294 2.7464 2.4973
H64 -4.1430 4.4328 3.1019
H65 -4.3031 3.1395 4.2667
H66 -2.2465 4.4489 1.6735
H67 -1.6622 2.7557 1.8479
H68 0.0469 4.9849 3.0131
H69 0.1071 4.5918 1.3883
H70 0.5666 2.3100 1.9484
C26 -0.1883 0.4634 0.4751
O6 0.8051 1.1359 0.9256
O7 -0.0887 -0.0872 -0.6862
O8 -1.2536 0.3520 1.2077
C27 3.6898 3.1738 1.0810
C28 4.6090 2.2431 1.9202
O9 5.5628 3.1725 2.4012
C29 5.5386 4.2945 1.6538
O10 6.4390 5.0500 1.5305
O11 4.3141 4.4424 1.0857
H71 2.6397 3.2176 1.3610
H72 3.6976 2.7909 0.0517
H73 5.0150 1.4649 1.2793
H74 4.0602 1.8521 2.7761
C30 -2.9561 1.7466 -2.4362
C31 -3.1569 2.1566 -0.9796
O12 -4.5100 2.5241 -0.9705
C32 -4.9168 2.8192 -2.2349
O13 -5.9346 3.3540 -2.5052
O14 -4.0145 2.3623 -3.1395
F1 -2.3674 3.2351 -0.6402
H75 -2.9526 0.6527 -2.4333
H76 -1.9704 2.0607 -2.7729
H77 -2.9519 1.3984 -0.2234
C33 1.5358 2.8112 -2.0755
C34 0.9644 4.0195 -1.3923
O15 -0.0792 4.3363 -2.2960
C35 0.1719 3.7673 -3.5124
O16 -0.5396 3.8888 -4.4502
O17 1.2595 2.9802 -3.4410
F2 1.7825 5.1169 -1.4133
H78 0.9584 1.9457 -1.7202
H79 2.5677 2.6176 -1.7876
H80 0.6156 3.8293 -0.3827

Molecular formula: C35H81GaO23S7
Method: DFT, the ωB97M-V functional and the def2-TZVPD basis

Calculated values
Net charge = -2
Spin multiplicity = 1
E_LUMO = 2.855 eV

Cartesian coordinates (Å):
C1 1.4019 3.8126 -0.1693
C2 0.5990 3.1456 -0.7767
Ga1 -0.6939 1.9068 -1.7841
C3 0.0289 1.6136 -3.6746
C4 1.0111 0.4378 -3.8208
C5 0.3987 -0.9680 -3.7068
C6 1.3308 -1.9987 -3.0188
C7 0.6583 -2.8109 -1.9107
C8 -2.4908 2.8948 -1.9252
C9 -3.3930 2.3985 -3.0572
C10 -3.8734 0.9547 -2.8955
C11 -4.4845 0.6588 -1.5374
C12 -5.1716 -0.7088 -1.4073
C13 -4.5325 -1.8734 -2.1958
C14 -0.7743 0.1519 -0.7179
O1 0.1380 -0.0452 0.1481
O2 -1.6757 -0.7201 -0.9607
H1 2.0582 4.2789 0.5288
H2 0.5663 2.5247 -3.9514
H3 -0.7760 1.5182 -4.4116
H4 1.8283 0.5714 -3.1086
H5 1.4797 0.5169 -4.8155
H6 -0.5820 -0.9504 -3.2354
H7 0.2594 -1.3322 -4.7296
H8 2.1922 -1.4927 -2.5852
H9 1.6855 -2.7103 -3.7701
H10 0.3405 -2.1666 -1.0945
H11 -0.1727 -3.4047 -2.2938
H12 1.3937 -3.5155 -1.4995
H13 -2.2308 3.9358 -2.1591
H14 -3.0216 2.9513 -0.9742
H15 -2.8566 2.4891 -4.0043
H16 -4.2826 3.0473 -3.1445
H17 -4.5390 0.6664 -3.7165
H18 -2.9804 0.3291 -2.9908
H19 -3.7499 0.8108 -0.7552
H20 -5.2589 1.4226 -1.3663
H21 -5.1450 -0.9839 -0.3513
H22 -6.2318 -0.6422 -1.6598
H23 -3.5712 -1.6162 -2.6232
H24 -4.3488 -2.7065 -1.5167
H25 -5.2296 -2.2565 -2.9415
O3 1.8100 3.8023 -5.9052
S1 3.1358 4.3208 -5.9387
O4 3.6804 5.0532 -4.8398
O5 3.3001 5.1982 -7.2731
C15 2.3467 6.2570 -7.4682
C16 2.5940 7.4509 -6.5662
C17 4.2523 3.0321 -6.3694
H26 1.3370 5.8630 -7.3374
H27 2.4551 6.5452 -8.5131
H28 2.4385 7.1965 -5.5194
H29 1.9101 8.2603 -6.8264
H30 3.6204 7.8040 -6.6716
H31 3.8552 2.4915 -7.2236
H32 4.3152 2.3794 -5.5008
H33 5.2240 3.4660 -6.5901
O6 -4.2896 -3.3551 2.1538
S2 -3.2185 -4.1349 1.6093
O7 -3.5302 -5.2659 0.7779
O8 -2.3155 -4.6550 2.8355
C18 -2.9572 -5.3471 3.9143
C19 -3.3485 -6.7661 3.5429
C20 -2.0072 -3.1364 0.8396
H34 -3.8193 -4.7766 4.2660
H35 -2.2274 -5.3655 4.7233
H36 -4.1205 -6.7743 2.7750
H37 -3.7285 -7.2967 4.4175
H38 -2.4872 -7.3072 3.1493
H39 -1.7502 -2.3062 1.4910
H40 -2.4117 -2.7392 -0.0927
H41 -1.1379 -3.7562 0.6315
O9 -1.2200 -6.9071 6.9490
S3 -0.1757 -7.7380 6.4325
O10 -0.4831 -8.8704 5.6160
O11 0.7433 -8.2072 7.6496
C21 0.0958 -8.8665 8.7546
C22 -0.3108 -10.2920 8.4366
C23 1.0154 -6.7442 5.6060
H42 -0.7581 -8.2703 9.0811
H43 0.8308 -8.8546 9.5573
H44 -1.0839 -10.3245 7.6712
H45 -0.6982 -10.7751 9.3345
H46 0.5431 -10.8598 8.0672
H47 1.2689 -5.8964 6.2357
H48 0.5536 -6.4062 4.6798
H49 1.8894 -7.3519 5.3898
O12 0.3372 8.3022 3.0019
S4 1.6022 8.9647 3.0337
O13 1.8355 10.1251 2.2273
O14 2.7561 7.9146 2.7986
C24 2.7429 7.0977 1.5894
C25 3.1381 7.8892 0.3620
C26 2.0063 9.3572 4.7037
H50 1.7665 6.6309 1.4568
H51 3.4656 6.3068 1.7739
H52 2.3976 8.6510 0.1239
H53 3.2195 7.2161 -0.4910
H54 4.0943 8.3916 0.5189
H55 1.8492 8.4764 5.3195
H56 1.3399 10.1609 5.0083
H57 3.0401 9.6889 4.7452
O15 -3.6891 7.0706 -0.6398
S5 -2.7243 7.9960 -1.1382
O16 -1.3420 7.8632 -0.8150
O17 -3.2077 9.4714 -0.7368
C27 -3.4768 9.6644 0.6671
C28 -2.2136 9.7227 1.5016
C29 -2.8897 8.1494 -2.8825
H58 -4.1420 8.8718 1.0149
H59 -4.0267 10.6029 0.7319
H60 -1.6805 8.7760 1.4841
H61 -2.4556 9.9521 2.5404
H62 -1.5339 10.4848 1.1181
H63 -3.9393 8.2807 -3.1297
H64 -2.5087 7.2229 -3.3080
H65 -2.2937 8.9938 -3.2181
O18 0.9919 -9.4759 -2.2569
S6 0.5126 -9.8486 -0.9610
O19 -0.7357 -10.5357 -0.8314
O20 0.5489 -8.5964 -0.0046
C30 -0.1386 -7.3740 -0.4072
C31 -1.6420 -7.4640 -0.2853
C32 1.7521 -10.7820 -0.1254
H66 0.1706 -7.1039 -1.4172
H67 0.2496 -6.6122 0.2653
H68 -2.0555 -8.1847 -0.9914
H69 -2.0857 -6.4950 -0.4880
H70 -1.9315 -7.7786 0.7166
H71 2.7012 -10.2599 -0.2071
H72 1.8045 -11.7505 -0.6178
H73 1.4557 -10.9026 0.9128
O21 5.3248 -0.6702 -0.0864
S7 5.3561 -1.1804 1.2481
O22 5.3313 -2.5954 1.4769
O23 4.2796 -0.4630 2.1346
C33 2.8673 -0.4505 1.7128
C34 2.1902 -1.7863 1.8903
C35 6.7698 -0.5226 2.0772
H74 2.7834 -0.0980 0.6860
H75 2.3997 0.2983 2.3451
H76 2.6045 -2.5364 1.2158
H77 1.1299 -1.6680 1.6595
H78 2.3135 -2.1576 2.9127
H79 6.7984 0.5522 1.9226
H80 7.6453 -0.9955 1.6373
H81 6.7006 -0.7674 3.1334

Molecular formula: C35H82BBrN8O6
Method: DFT, the ωB97M-V functional and the def2-TZVPD basis

Calculated values
Net charge = 0
Energy relative to the best compared isomer or geometry (same formula, charge and spin) = 0.000 eV
Spin multiplicity = 1
E_LUMO = 0.026 eV
SMILES = CCCCCCCCCCC[C@](C#N)(B(N)O)[C@@H](Br)C#N.COC[C@@H](C)N.COC[C@@H](C)N.COC[C@@H](C)N.COC[C@@H](C)N.COC[C@@H](C)N

Cartesian coordinates (Å):
C1 -1.1908 -3.0322 -0.6200
C2 -2.0975 -3.7297 -1.6956
C3 -2.8135 -2.7170 -2.6445
C4 -1.8651 -1.9963 -3.6472
C5 -1.4473 -0.5497 -3.2554
C6 -2.6663 0.4289 -3.0416
C7 -2.9042 0.7539 -1.5248
C8 -3.9666 1.8765 -1.2786
C9 -5.3776 1.3915 -0.8238
C10 -6.3519 1.0167 -1.9872
C11 -6.1063 -0.3936 -2.6092
C12 -7.2263 -1.4410 -2.2654
C13 -6.8206 -2.7212 -2.9993
N1 -6.4405 -3.6683 -3.4678
B1 -8.6643 -1.0428 -2.9128
N2 -9.9170 -1.1091 -2.2181
O1 -8.6989 -0.6361 -4.2662
C14 -7.2982 -1.8412 -0.7561
Br1 -5.5306 -2.3005 0.0147
C15 -7.9213 -0.8013 0.1306
N3 -8.6519 -0.1290 0.6445
H1 -0.8271 -2.0559 -0.9848
H2 -0.3357 -3.6979 -0.3795
H3 -1.7275 -2.8983 0.3431
H4 -2.9057 -4.2354 -1.1246
H5 -1.5048 -4.4831 -2.2531
H6 -3.6411 -3.2383 -3.1707
H7 -3.3212 -1.9793 -1.9864
H8 -2.4088 -1.9050 -4.6166
H9 -0.9607 -2.5976 -3.8910
H10 -0.8254 -0.4746 -2.3450
H11 -0.8690 -0.1400 -4.1105
H12 -3.5731 0.0514 -3.5515
H13 -2.4121 1.4041 -3.5114
H14 -1.9214 1.1292 -1.1609
H15 -3.1059 -0.1613 -0.9259
H16 -3.9979 2.5458 -2.1630
H17 -3.5743 2.5024 -0.4468
H18 -5.2827 0.5848 -0.0676
H19 -5.8481 2.2407 -0.2798
H20 -6.2210 1.7705 -2.7903
H21 -7.3888 1.1421 -1.6129
H22 -6.1246 -0.2651 -3.7122
H23 -5.1266 -0.8413 -2.3747
H24 -10.6927 -1.3439 -2.8349
H25 -9.9321 -1.8178 -1.4828
H26 -8.8240 -1.4096 -4.8371
H27 -7.8745 -2.7844 -0.7036
C16 2.8984 0.7465 -5.5781
O2 1.6314 0.1166 -5.4837
C17 0.8943 0.0844 -6.6943
C18 1.2627 -1.0788 -7.6318
C19 2.5657 -0.8569 -8.3931
N4 1.3437 -2.3530 -6.9103
H28 2.8892 1.5863 -6.2785
H29 3.6628 0.0205 -5.8651
H30 3.1602 1.1223 -4.5877
H31 -0.1509 -0.0458 -6.3952
H32 0.9523 1.0517 -7.2097
H33 0.4640 -1.1592 -8.3763
H34 3.4445 -0.9851 -7.7606
H35 2.6522 -1.5760 -9.2095
H36 2.6002 0.1449 -8.8284
H37 0.4433 -2.5409 -6.4752
H38 1.9689 -2.2136 -6.1189
C20 -3.9425 -7.9609 -0.5457
O3 -4.3835 -6.6458 -0.2598
C21 -5.3791 -6.1475 -1.1405
C22 -6.8133 -6.5690 -0.7809
C23 -7.1428 -8.0058 -1.1721
N5 -7.0894 -6.3893 0.6494
H39 -3.9253 -8.1622 -1.6204
H40 -4.5681 -8.6956 -0.0333
H41 -2.9285 -8.0647 -0.1567
H42 -5.3234 -5.0602 -1.0572
H43 -5.1357 -6.3935 -2.1814
H44 -7.4912 -5.9182 -1.3437
H45 -6.6790 -8.7352 -0.5073
H46 -8.2207 -8.1718 -1.1256
H47 -6.8183 -8.2181 -2.1936
H48 -6.9521 -5.4096 0.8884
H49 -6.3513 -6.8670 1.1627
C24 6.4274 2.2592 -3.0987
O4 5.0788 2.2834 -2.6644
C25 4.9074 2.5402 -1.2796
C26 4.9263 4.0314 -0.9015
C27 6.3267 4.6324 -0.8723
N6 4.0829 4.8303 -1.7979
H50 7.0951 1.8434 -2.3393
H51 6.7563 3.2607 -3.3844
H52 6.4796 1.6308 -3.9893
H53 3.9177 2.1443 -1.0316
H54 5.6302 1.9658 -0.6863
H55 4.5196 4.1130 0.1117
H56 6.7314 4.8023 -1.8711
H57 6.3117 5.5997 -0.3673
H58 7.0182 3.9857 -0.3276
H59 3.1288 4.4808 -1.7482
H60 4.3676 4.6172 -2.7518
C28 6.6653 1.9799 2.6280
O5 6.6051 3.3899 2.5036
C29 5.6820 4.0217 3.3768
C30 6.2270 4.2934 4.7902
C31 6.2655 3.0525 5.6758
N7 7.5655 4.8914 4.7500
H61 5.6885 1.5467 2.8608
H62 7.3971 1.6925 3.3860
H63 7.0067 1.5751 1.6735
H64 5.4579 4.9873 2.9128
H65 4.7365 3.4652 3.4100
H66 5.5485 5.0083 5.2665
H67 7.0764 2.3732 5.4093
H68 6.4180 3.3369 6.7187
H69 5.3237 2.5005 5.6176
H70 7.5186 5.7654 4.2317
H71 8.1465 4.2952 4.1640
C32 5.4599 1.9518 9.5571
O6 5.3967 3.3621 9.4249
C33 4.4656 3.9918 10.2900
C34 5.0005 4.2694 11.7062
C35 5.0382 3.0306 12.5955
N8 6.3367 4.8729 11.6747
H72 4.4842 1.5149 9.7870
H73 6.1892 1.6778 10.3224
H74 5.8089 1.5414 8.6082
H75 4.2406 4.9551 9.8224
H76 3.5223 3.4317 10.3185
H77 4.3157 4.9828 12.1760
H78 5.8541 2.3556 12.3352
H79 5.1831 3.3193 13.6378
H80 4.0999 2.4738 12.5329
H81 6.2900 5.7454 11.1541
H82 6.9245 4.2779 11.0942

| no. | E_tot (eV) |
| --- | --- |
| 1 | -85259.5146 |
| 2 | -212919.7996 |
| 3 | -132547.9848 |